Entry 1:
66
Properties=species:S:1:pos:R:3:forces:R:3 method="wB97M-V/def2-TZVPD" charge=+1 homo_lumo_gap_ha=0.10453 spin_multiplicity=1 homo_energy_ev=-9.2080
K -1.165655 6.777028 6.004517 0.0 -0.1 -0.1
O 2.757605 -0.905622 9.132007 0.5 2.0 -0.6
V 3.187545 0.550768 8.676377 3.3 -2.1 -0.9
O 4.772195 0.518358 8.267287 -3.9 0.1 1.1
C 2.145235 0.626598 1.749727 0.0 -1.8 0.5
C 2.004485 1.842698 2.610747 -1.2 0.5 0.1
C 1.471905 3.001068 1.680927 0.1 -0.4 1.5
O 1.367655 1.681958 3.873837 1.2 0.6 -2.2
H 2.814115 0.774048 0.901817 -0.1 0.2 0.0
H 1.221985 0.170178 1.392817 -0.2 0.2 0.0
H 2.631215 -0.106882 2.393097 0.0 -0.4 -0.1
H 3.056185 2.126938 2.645697 0.6 0.5 1.1
H 0.389495 2.924808 1.577577 0.0 0.1 -0.1
H 1.985955 2.891268 0.726047 -0.2 0.3 0.0
H 1.770855 3.916488 2.191547 -0.3 0.4 -0.4
C -3.623165 -1.272322 5.808037 1.2 1.1 -1.2
O -3.211015 -1.464522 4.430217 -0.8 -0.1 0.4
H -3.830985 -0.211012 5.944187 -0.4 0.2 0.1
H -4.532265 -1.825212 6.044567 0.6 -0.4 0.0
H -2.698795 -1.427082 6.364527 -0.6 -0.7 0.9
H -2.411025 -0.941882 4.338307 0.1 -0.1 -0.2
O -6.822385 -3.178412 -3.803263 2.5 3.1 1.6
S -5.920805 -2.346202 -2.950953 -1.2 -0.8 -0.1
O -4.820135 -3.024442 -2.286873 -1.2 1.0 -0.6
O -5.253395 -0.978502 -3.742543 -1.9 -1.7 -0.5
C -4.337535 -0.209662 -3.024543 2.3 1.6 1.5
C -3.786525 1.074548 -3.723153 -0.5 -0.8 -1.3
C -6.951725 -1.382692 -1.693183 1.4 -0.1 -0.7
H -3.455985 -0.794842 -2.762753 0.0 -0.3 -0.1
H -4.684535 0.163518 -2.060993 -0.8 -0.3 0.1
H -4.539765 1.798478 -4.034073 -0.3 -0.2 0.2
H -3.268685 0.775318 -4.634423 0.0 0.0 -0.2
H -3.036145 1.634938 -3.165493 -0.2 -0.5 0.6
H -7.293215 -0.456972 -2.156363 -0.3 -0.4 -0.3
H -6.202435 -1.050932 -0.974433 -0.1 -0.4 0.2
H -7.741425 -1.965442 -1.218973 0.2 -0.1 -0.4
O 4.736215 11.553148 -1.717893 -1.1 0.4 -0.4
S 3.747645 11.143538 -2.683313 0.6 -2.2 0.0
O 3.585965 11.818308 -3.952443 -0.2 -0.9 1.8
O 4.189505 9.570538 -3.053233 -0.9 2.6 -0.5
C 4.209665 8.625608 -2.017753 1.3 -1.9 -0.6
C 4.713695 7.345598 -2.718843 -0.7 -0.4 0.2
C 2.103655 10.789998 -1.840843 0.2 0.9 -1.2
H 3.219175 8.514328 -1.576573 0.2 -0.2 0.1
H 5.000515 8.759188 -1.279643 -0.3 1.0 0.3
H 4.849655 6.556988 -1.978773 0.0 0.0 0.1
H 5.673845 7.493988 -3.213003 -0.1 0.3 0.1
H 4.007045 6.970528 -3.459163 0.0 0.1 0.0
H 2.126425 10.122578 -0.979363 0.6 0.4 -0.1
H 1.421045 10.366178 -2.577393 0.4 -0.1 -0.3
H 1.669975 11.765158 -1.619323 0.3 0.0 0.3
O -1.025595 -10.825272 0.628307 1.6 -0.4 -2.5
S -0.296165 -10.940452 -0.647953 0.5 1.7 -0.1
O -0.828325 -10.431062 -1.892533 -0.7 -0.6 1.1
O 1.150725 -10.124042 -0.587573 -0.4 -2.9 -0.1
C 1.094825 -8.764022 -0.404253 -0.7 2.7 2.5
C 2.385835 -8.000362 -0.583413 0.7 -1.6 -1.6
C 0.205175 -12.642912 -0.975843 -0.2 0.4 0.1
H 0.920255 -8.542492 0.648627 -0.4 -0.5 0.6
H 0.230025 -8.239552 -0.810643 0.1 -0.4 -1.1
H 2.136065 -6.944952 -0.474703 0.6 -0.1 0.1
H 2.868285 -8.262972 -1.524893 -0.6 0.8 -0.9
H 3.204575 -8.423302 -0.001273 -0.4 0.6 1.2
H 0.830735 -13.079842 -0.197473 -0.4 0.1 0.2
H 0.671805 -12.809092 -1.946793 0.1 0.8 0.1
H -0.791085 -13.071732 -1.083853 0.1 -0.4 0.5


Entry 2:
20
Properties=species:S:1:pos:R:3:forces:R:3 method="wB97M-V/def2-TZVPD" smiles="N/N=C(/N)O.CC(C)=O" homo_lumo_gap_ha=0.32299 de_lowest_kcal_mol=61.4 spin_multiplicity=1 homo_energy_ev=-8.0369
C 1.833467 1.106210 0.689659 -0.9 -0.6 0.9
C 1.411169 -0.426261 -1.299338 -1.0 -0.9 0.6
C 0.847473 0.623374 -0.355823 0.1 3.9 -3.0
O 0.031589 1.468403 -0.842294 1.7 -2.0 1.2
H 1.831995 -1.266011 -0.739046 0.1 0.0 -0.2
H 2.658256 1.637691 0.211084 -0.1 -0.1 -0.2
H 2.230076 0.257057 1.253574 0.1 0.2 0.0
H 1.324369 1.789331 1.373686 0.1 -0.1 -0.1
H 2.191994 0.022480 -1.916037 -0.1 0.2 0.2
H 0.616016 -0.789313 -1.955395 0.1 0.0 0.0
C -1.750805 -0.169853 0.318086 2.1 -1.3 0.6
N -0.581722 -1.948825 1.071606 0.3 -1.3 -0.6
N -2.313747 1.054943 0.423141 0.5 1.3 0.3
O -2.280374 -0.928435 -0.646930 -0.4 -0.6 -0.2
N -0.694858 -0.579147 0.990369 -2.6 1.7 0.0
H -3.041655 -0.465699 -1.026917 0.1 -0.2 0.2
H -0.596902 -2.356187 0.135082 0.2 -0.3 0.3
H 0.269997 -2.196622 1.565997 -0.1 0.2 -0.3
H -2.132648 1.601002 -0.421132 -0.1 -0.1 -0.1
H -1.853690 1.565862 1.170627 -0.2 -0.1 0.1


Entry 3:
19
Properties=species:S:1:pos:R:3:forces:R:3 method="wB97M-V/def2-TZVPD" smiles="C=CCO.NCN" homo_lumo_gap_ha=0.36097 de_lowest_kcal_mol=49.4 spin_multiplicity=1 homo_energy_ev=-9.0180
N 0.471242 2.704767 -0.478141 -0.1 0.0 -0.2
C -0.234174 2.926318 0.762357 -0.2 -0.7 0.7
N -0.623706 1.734918 1.552330 0.0 0.0 -0.4
H 1.329858 2.191478 -0.315805 0.0 0.1 0.0
H -0.089827 2.149838 -1.117668 0.1 0.1 0.0
H 0.380955 3.538670 1.418805 0.1 0.1 -0.1
H -1.169510 3.451079 0.578708 0.1 0.2 -0.2
H -1.307799 1.196154 1.022956 0.1 0.1 0.2
H 0.169653 1.108946 1.670686 0.0 0.2 0.1
C 0.598893 -2.390860 -0.051529 0.2 0.2 -0.3
O 1.680565 -2.156827 -0.964630 -0.3 -0.1 0.0
C -0.451560 -1.359384 -0.306239 -0.1 -0.4 -0.1
C -1.707222 -1.677671 -0.592137 0.2 0.3 -0.1
H 1.001230 -2.319534 0.959925 -0.2 0.0 0.2
H 0.167760 -3.386091 -0.184560 0.0 0.0 0.0
H 2.190242 -2.966738 -0.996431 0.3 -0.1 -0.1
H -0.107310 -0.333644 -0.295706 -0.1 0.1 0.1
H -2.456730 -0.920349 -0.779920 0.0 0.0 0.0
H -2.011541 -2.711049 -0.699101 -0.1 0.0 0.2


Entry 4:
23
Properties=species:S:1:pos:R:3:forces:R:3 method="wB97M-V/def2-TZVPD" smiles="O=C(Nc1ccccc1)n1ccnc1" homo_lumo_gap_ha=0.34944 de_lowest_kcal_mol=62.2 spin_multiplicity=1 homo_energy_ev=-9.2275
C 1.161902 1.380309 -0.012379 1.5 2.7 1.2
C -1.238665 0.673361 -0.062965 -2.7 -0.8 0.9
C -1.437403 -0.034763 1.157066 -0.5 -0.4 3.7
C -2.618734 -0.882620 1.492519 2.4 1.8 -3.6
C -3.358459 -0.968679 0.313554 -1.8 -5.0 -2.3
C -3.195642 -0.356295 -0.948977 -0.5 2.0 1.1
C -2.295909 0.663928 -1.081306 2.4 -0.4 1.8
C 2.961504 -0.310500 0.546675 -2.7 -3.0 -2.9
C 2.999949 -1.636584 0.213488 -0.1 -0.2 -0.4
C 1.399955 -0.898133 -0.940115 -4.1 -0.2 -3.2
H -0.486632 2.643160 -0.010789 1.4 -2.9 -0.3
H -0.767900 0.115965 2.166413 -1.0 -0.1 -3.2
H -2.731926 -1.496019 2.402657 0.0 0.7 -0.7
H -3.963124 -1.925814 -0.111666 0.4 1.8 2.8
H -3.989856 -0.476556 -1.689173 0.4 -0.3 0.2
H -2.344068 1.414692 -1.852621 0.4 -0.1 -0.4
H 3.624153 0.151825 1.175692 0.8 1.8 1.2
H 3.742318 -2.350603 0.596614 -0.6 0.3 -0.4
H 0.505098 -0.740544 -1.701066 2.0 -0.4 1.8
N -0.185337 1.592299 -0.124333 -0.5 2.0 -0.6
N 1.837128 0.141556 -0.247923 0.7 2.4 2.2
N 1.989726 -2.009050 -0.751817 2.3 -0.2 1.6
O 1.831292 2.351264 0.353387 -0.2 -1.4 -0.6


Entry 5:
9
Properties=species:S:1:pos:R:3:forces:R:3 method="wB97M-V/def2-TZVPD" charge=+1 homo_lumo_gap_ha=0.24756 de_lowest_kcal_mol=33.9 spin_multiplicity=1 homo_energy_ev=-13.6331
F 1.029716 -0.840490 -2.068292 0.8 2.2 0.3
O -1.052297 0.881475 1.248960 -0.8 0.1 0.0
O -0.867409 0.074173 -1.394699 0.6 3.5 -2.3
C -0.047525 0.109258 1.264758 0.7 1.0 -0.5
C 0.425244 -0.126869 -1.123001 -8.2 -5.7 -0.2
C 0.401997 -0.645582 0.167891 7.8 1.3 0.6
H 0.648536 0.216257 2.110189 -0.7 -0.6 0.3
H 1.548641 -0.855521 0.161175 -1.7 -0.9 1.9
Mg -2.086902 1.187299 -0.366981 1.4 -1.0 0.0


Entry 6:
14
Properties=species:S:1:pos:R:3:forces:R:3 method="wB97M-V/def2-TZVPD" smiles="CCOC(C)=O" homo_lumo_gap_ha=0.41794 de_lowest_kcal_mol=15.9 spin_multiplicity=1 homo_energy_ev=-10.4303
C 1.457327 -1.013509 1.362072 0.0 -0.1 0.0
C 0.921180 -0.679717 -0.021146 0.4 -0.3 0.0
O -0.402433 -0.180157 0.076899 0.0 -0.2 0.6
C -1.005487 0.218185 -1.062293 0.0 0.4 -0.4
O -0.782782 -0.215854 -2.160732 -0.1 0.0 0.4
C -1.776932 1.441310 -0.661084 -0.3 0.0 -0.2
H 1.554279 -0.137956 2.015146 -0.1 -0.1 -0.3
H 0.832341 -1.751774 1.870801 0.0 0.1 -0.1
H 2.457603 -1.443367 1.246689 -0.1 0.0 0.0
H 1.549005 0.092212 -0.488070 -0.1 -0.2 0.0
H 0.880792 -1.551973 -0.666483 0.4 -0.2 -0.1
H -2.551672 1.231065 0.073629 0.0 -0.1 -0.1
H -2.153027 2.070295 -1.463853 0.0 -0.3 -0.1
H -0.980196 1.921237 -0.121575 0.0 1.0 0.3


Entry 7:
10
Properties=species:S:1:pos:R:3:forces:R:3 method="wB97M-V/def2-TZVPD" homo_lumo_gap_ha=0.32618 de_lowest_kcal_mol=85.0 spin_multiplicity=1 homo_energy_ev=-9.1840
C 1.449970 -0.738334 -0.219120 1.6 -0.2 -2.1
N -0.896367 1.844989 -0.054957 0.5 1.5 -0.7
N -1.670798 1.042562 0.399779 -0.3 0.7 -0.3
O -2.260060 -1.366793 0.617847 0.2 -0.6 -0.4
O 0.298309 -0.509930 0.489480 -4.0 -1.2 -0.4
S -1.384340 -0.689522 -0.303359 2.7 1.5 2.4
H 1.854262 0.289780 -0.410967 0.2 -1.1 -0.5
H 1.474948 -1.457090 -1.146664 -0.9 1.7 1.1
H 2.138740 -1.310479 0.379920 0.4 0.1 0.8
H -1.004665 2.894817 0.248039 -0.4 -2.3 0.2


Entry 8:
96
Properties=species:S:1:pos:R:3:forces:R:3 method="wB97M-V/def2-TZVPD" homo_lumo_gap_ha=0.25572 spin_multiplicity=1 homo_energy_ev=-7.7523
C 0.665830 -3.418001 1.963456 -5.3 4.2 -3.0
C -0.145889 -2.668640 1.232411 3.5 -3.5 2.9
C -1.219008 -1.704380 0.445095 1.9 -1.5 -1.5
C -0.380058 -0.540050 -0.300865 0.9 0.1 0.1
C -0.880370 0.959459 0.021680 -0.1 0.1 -1.5
C -2.473023 1.147644 0.057069 -1.6 1.1 2.5
C -3.116194 1.752353 1.201231 0.7 -1.1 -1.8
C -2.372219 2.246034 2.534891 -1.3 0.7 -0.1
C -4.736985 1.943331 1.162016 -1.0 1.5 0.3
O -5.322018 2.992143 1.581625 2.5 -4.4 -1.4
C -5.538159 0.691241 0.490583 2.9 0.1 -2.1
C -4.893412 0.079735 -0.649679 -1.5 1.4 2.3
C -5.637431 -1.154207 -1.370370 0.3 0.6 1.1
C -6.233898 -2.107231 -0.189133 0.0 0.0 -0.1
C -3.475984 0.715206 -1.151594 0.7 0.6 -2.0
O -3.196951 0.892772 -2.389307 -1.2 -1.1 5.3
H 1.048081 -4.094001 2.822559 -0.9 1.8 -2.0
H -1.650157 -2.386769 -0.397651 0.4 1.2 1.7
H -2.016368 -1.328020 1.170558 1.2 -0.7 -1.6
H 0.712433 -0.620178 0.097404 -1.9 0.3 -0.8
H -0.286463 -0.718397 -1.449377 -0.5 0.3 2.1
H -0.486603 1.632982 -0.844477 -0.6 -1.1 1.5
H -0.345188 1.303706 0.975665 -1.4 -0.5 -1.3
H -1.290183 2.593517 2.386678 -1.7 -0.9 0.1
H -2.958983 3.175047 2.925853 1.1 -1.7 -0.8
H -2.485539 1.447774 3.375820 0.4 1.3 -1.6
H -6.543263 0.366814 0.930559 1.7 0.7 -0.9
H -6.529519 -0.717749 -1.959103 1.6 -0.9 0.6
H -4.893770 -1.730037 -2.040606 -1.4 1.0 1.0
H -6.402501 -3.169921 -0.621686 0.1 1.8 0.9
H -5.510189 -2.158436 0.713056 -1.0 -0.1 -1.7
H -7.223286 -1.666081 0.242008 1.7 -0.9 -1.0
Br -1.261090 -1.771291 3.261909 -1.1 0.2 3.2
C -2.495200 -2.087238 4.743245 0.2 0.7 0.2
C -2.495645 -3.540163 5.149958 -0.2 0.0 0.1
Br -3.510411 -4.626175 3.888009 0.1 0.0 0.0
H -3.474581 -1.725831 4.426846 0.1 -0.2 0.2
H -2.127749 -1.459794 5.559418 -0.2 -0.2 0.0
H -3.002045 -3.670345 6.108682 0.1 0.0 -0.1
H -1.495851 -3.972294 5.210303 -0.1 0.1 -0.1
Br 0.723426 -8.248011 0.123803 -0.1 0.1 0.0
C 0.909059 -6.722212 -1.075657 0.0 -0.2 -0.1
C 2.243504 -6.040527 -0.892018 0.3 0.0 0.0
Br 2.260920 -4.948018 0.723933 0.9 -1.1 -1.0
H 0.058246 -6.065799 -0.890045 0.2 0.0 0.0
H 0.826730 -7.140894 -2.081514 0.1 0.1 0.1
H 2.433359 -5.341563 -1.709790 -0.1 -0.1 0.1
H 3.079557 -6.738177 -0.814834 -0.2 0.0 -0.1
Br 4.823582 -8.418076 -2.920176 -0.1 0.1 0.0
C 5.008125 -6.892052 -4.119757 0.0 -0.3 -0.1
C 6.341957 -6.210024 -3.936271 0.0 0.3 0.0
Br 6.360736 -5.117754 -2.321799 0.0 -0.1 0.0
H 4.157086 -6.236103 -3.934428 0.2 0.0 0.0
H 4.925837 -7.310877 -5.125467 0.1 0.1 0.1
H 6.531374 -5.511598 -4.754195 -0.1 -0.1 0.1
H 7.176967 -6.907374 -3.859115 -0.2 0.0 0.0
Br -0.718077 4.542814 4.803294 -0.1 0.1 0.0
C -2.109597 5.848867 5.202618 0.3 0.0 0.1
C -3.207124 5.240550 6.041491 -0.3 0.1 0.0
Br -4.381501 4.116565 4.964731 0.0 0.1 0.2
H -2.461431 6.241705 4.248294 0.0 -0.1 0.2
H -1.601700 6.644306 5.753023 -0.1 -0.1 0.0
H -3.854978 6.019781 6.448667 0.1 -0.1 -0.1
H -2.833758 4.621092 6.857830 0.0 0.1 -0.2
Br 2.148879 1.176863 1.803391 0.2 0.0 0.2
C 3.793127 0.326383 2.410955 0.0 0.2 0.1
C 4.620352 -0.162101 1.246434 0.0 -0.3 0.0
Br 3.887253 -1.807399 0.497668 0.0 0.2 0.0
H 3.505100 -0.467649 3.100879 0.0 0.0 -0.2
H 4.326728 1.104942 2.962048 -0.1 -0.1 -0.2
H 5.628235 -0.424937 1.575647 -0.2 0.1 0.0
H 4.686040 0.558164 0.430054 0.0 0.0 0.2
Br 0.633600 1.393338 -4.418765 -0.1 0.1 0.0
C -1.196140 1.588668 -5.063634 0.1 -0.3 0.1
C -1.230576 1.794145 -6.558388 -0.2 0.1 0.0
Br -0.722568 3.615583 -7.033351 0.1 0.0 0.0
H -1.645456 2.408578 -4.503116 0.1 -0.1 -0.1
H -1.693256 0.654542 -4.792660 0.0 0.2 -0.1
H -2.247286 1.674196 -6.938542 0.1 0.0 0.1
H -0.562609 1.125186 -7.102330 -0.1 0.1 0.2
Br 6.085007 3.265076 2.935147 0.0 -0.1 0.0
C 7.196430 1.768731 3.507576 0.0 0.3 0.2
C 8.426192 1.638096 2.642638 0.1 -0.3 -0.1
Br 7.994571 0.837345 0.918738 0.2 0.2 0.0
H 6.564236 0.880227 3.498267 0.2 0.1 0.0
H 7.474511 2.000366 4.538382 0.0 -0.1 -0.2
H 9.146542 0.956822 3.100471 -0.1 0.1 0.0
H 8.914164 2.591703 2.437853 -0.2 -0.1 0.1
Br 0.874214 7.261005 -4.773110 -0.1 0.1 0.0
C -0.955598 7.454072 -5.417334 0.1 -0.3 0.1
C -0.991101 7.658114 -6.912330 -0.2 0.2 -0.1
Br -0.485318 9.479432 -7.389309 0.0 -0.1 0.0
H -1.405579 8.274337 -4.857500 0.1 -0.1 -0.2
H -1.451704 6.519239 -5.145609 0.1 0.1 -0.1
H -2.007871 7.536665 -7.291904 0.1 0.0 0.1
H -0.322577 6.989118 -7.455625 -0.1 0.1 0.2